Density functional theory data (ωB97M-V/def2-TZVPD) for a 7-piece molecular cluster, C28H37N6O12 overall at a distorted geometry.

Each line ends with the Löwdin charge.
Element x y z (Å)
C 36.96600 2.62300 0.07200  -0.879
O 37.69500 2.53500 -0.87500  -0.001
O 37.16500 1.92700 1.22100  0.139
O 35.98200 3.37800 0.03300  -0.045
H 37.80500 1.41600 1.20900  -0.046
C 35.81300 2.04000 4.59600  -0.090
C 34.92400 1.24200 5.56900  -0.011
C 34.24600 2.04700 6.85500  0.059
C 34.45000 3.59300 6.86300  -0.078
C 35.22600 4.30400 5.64800  0.119
C 35.68300 3.40500 4.51700  -0.094
N 33.92800 4.41300 7.95300  -0.409
O 33.83800 5.60400 7.69200  0.062
O 33.44100 3.83800 8.90200  0.060
H 36.27800 1.48900 3.64900  0.130
H 34.94600 0.13100 5.58900  0.066
H 33.79900 1.43500 7.72900  0.102
H 35.29400 5.28700 5.42100  0.045
H 35.93100 3.72700 3.66600  0.012
C 32.97400 3.15900 2.32300  -0.062
C 32.18100 2.36300 3.31800  -0.048
C 30.68200 2.74100 3.56600  0.031
C 30.11800 4.04200 2.97000  -0.081
C 30.99700 4.80300 1.90600  0.052
C 32.44500 4.41000 1.78000  -0.063
N 28.71600 4.49100 3.35300  -0.350
O 28.15700 3.79500 4.21500  0.029
O 28.23000 5.45300 2.70800  0.033
H 34.15600 2.82700 2.01300  0.157
H 32.71800 1.43900 3.60200  0.066
H 29.92700 2.13600 4.12900  0.088
H 30.67800 5.75100 1.34300  0.113
H 32.93100 4.80900 1.00100  0.013
C 37.35500 7.77000 -0.47900  -0.094
C 36.68400 6.44800 -0.34100  -0.010
C 35.21000 6.39300 -0.69900  0.059
C 34.41700 7.61000 -1.34400  -0.023
C 35.29500 8.93400 -1.42800  0.077
C 36.71400 8.90600 -0.94900  -0.094
N 32.98000 7.53900 -1.80000  -0.360
O 32.30800 6.48300 -1.43900  -0.018
O 32.50600 8.23700 -2.60200  0.113
H 38.49300 7.91700 -0.04900  0.140
H 37.31800 5.75800 0.01100  0.012
H 34.47800 5.48500 -0.74700  0.108
H 34.83100 9.73700 -1.69800  0.010
H 37.33500 9.72700 -1.07700  0.062
C 36.05800 5.45100 -4.49700  -0.269
O 35.31000 5.59800 -5.48200  -0.017
N 37.23900 4.71700 -4.42200  -0.146
C 38.01700 4.75000 -3.22500  -0.046
C 37.63900 3.86400 -5.55600  -0.042
H 35.77300 5.80200 -3.59300  0.081
H 38.66100 4.10200 -3.36200  -0.002
H 37.44700 4.33200 -2.47200  0.056
H 38.45200 5.73200 -2.91400  0.111
H 37.15000 3.86200 -6.48100  0.054
H 37.72300 2.83000 -5.15700  0.102
H 38.57100 4.15000 -6.06600  0.084
C 41.20100 6.39800 1.45100  -0.335
O 41.27700 5.77200 2.55000  -0.045
N 40.63600 5.95100 0.36800  -0.140
C 40.69800 6.66600 -0.87200  -0.033
C 39.84600 4.77700 0.45100  -0.036
H 41.84500 7.35300 1.38800  0.153
H 41.61300 7.09700 -0.97000  0.078
H 39.91100 7.24400 -1.13500  0.035
H 40.79800 6.12300 -1.65000  0.035
H 39.34500 4.57000 1.24700  0.024
H 40.48200 3.82500 0.37200  0.137
H 39.09700 4.60600 -0.36100  0.090
C 41.01900 1.09300 -1.94900  -0.305
O 42.05800 1.73700 -2.07700  -0.007
N 40.90600 -0.19100 -2.38600  -0.211
C 39.56900 -0.83000 -2.28200  -0.038
C 41.90600 -0.95600 -2.99600  -0.074
H 40.09700 1.42900 -1.64300  0.085
H 38.95000 -0.27000 -1.56100  0.081
H 39.60100 -1.91300 -1.94000  0.095
H 39.26300 -0.80300 -3.37800  0.107
H 42.85800 -0.53900 -2.93300  0.069
H 41.66200 -1.14900 -3.95500  0.052
H 42.02000 -1.92900 -2.42600  0.115

Cartesian forces (eV/Å) of the 2 atoms listed first:
C -2.83 2.05 -0.16
O 4.15 -1.85 -2.40

The calculation puts the molar mass at 649.63 g mol⁻¹. The calculation puts the LUMO energy at 0.90 eV. As for the net charge: -1. For the energy above the lowest of the compared OMol25 structures with the same formula, charge and spin, the calculation gives 80.5 kcal/mol. Its highest occupied orbital energy is -0.2133 Eh. The total energy is -2319.7770 hartree. Its HOMO-LUMO gap is 6.7 eV.


Density functional theory data (ωB97M-V/def2-TZVPD) for C5H8O2S in the gas phase at a distorted geometry.

Each line ends with the natural charge from an NBO analysis.
Element x y z (Å)
C 0.93167 0.09018 -0.57930  -0.409
C 0.36973 1.54697 -0.66969  -0.064
C -1.25678 0.22128 0.28365  0.063
C -0.79427 -0.67149 1.31673  -0.460
C -0.24973 -0.73733 -0.19242  0.184
H 1.96780 0.04036 1.43532  0.118
H 1.12374 -0.23447 -1.66155  0.257
H 1.03895 2.29725 -0.24962  0.191
H 0.16124 1.89145 -1.73014  0.175
H -2.34891 0.22767 -0.00640  0.207
H -1.65140 -1.35164 1.50904  0.249
H -0.14334 -0.27173 2.02829  0.224
H -0.13881 -2.48155 -0.75711  0.469
O -0.79209 1.57367 0.08567  -0.518
O -0.73449 -1.81257 -1.03046  -0.679
S 2.51670 -0.32802 0.21799  -0.005

Cartesian forces (eV/Å) of the 2 atoms listed first:
C 0.67 -0.65 -3.26
C 1.11 0.40 -0.53

The calculation puts the molar mass at 132.18 g mol⁻¹. The calculation puts the LUMO energy at 0.71 eV. As for the net charge: 0. For the energy above the lowest of the compared OMol25 structures with the same formula, charge and spin, the calculation gives 59.4 kcal/mol. Its highest occupied orbital energy is -0.3436 Eh. The SMILES is O[C@]12C[C@H]1OC[C@H]2S. The total energy is -743.8928 hartree. Its HOMO-LUMO gap is 10.1 eV.


Density functional theory data (ωB97M-V/def2-TZVPD) for a 2-piece molecular cluster, C3H10NO overall at a distorted geometry.

Each line ends with the natural charge from an NBO analysis.
Element x y z (Å)
N -1.42072 -2.36822 1.48793  -1.137
H -1.82731 -1.76223 2.18528  0.329
H -0.62195 -1.89796 0.97518  0.430
H -0.79386 -3.01381 2.06167  0.321
C -0.28938 -0.22853 -0.33203  -0.025
O 0.64988 -0.86409 0.38744  -0.948
C 0.23264 0.95320 -1.23491  -0.414
C 1.28975 1.76920 -0.41223  -0.617
H -1.12431 0.20541 0.28158  0.073
H -0.78183 -0.91989 -1.08796  0.084
H -0.57348 1.62002 -1.59951  0.159
H 0.66410 0.63200 -2.17268  0.164
H 1.54877 2.66412 -0.97380  0.167
H 2.19494 1.25347 -0.09894  0.217
H 0.85276 1.95732 0.53298  0.198

Cartesian forces (eV/Å) of the 2 atoms listed first:
N 1.70 -2.01 0.66
H 0.15 0.48 -0.04

The calculation puts the molar mass at 76.12 g mol⁻¹. The calculation puts the LUMO energy at 4.50 eV. As for the net charge: -1. For the energy above the lowest of the compared OMol25 structures with the same formula, charge and spin, the calculation gives 12.1 kcal/mol. Its highest occupied orbital energy is -0.0985 Eh. The total energy is -250.2721 hartree. Its HOMO-LUMO gap is 7.2 eV.